110
Properties=species:S:1:pos:R:3 method="wB97M-V/def2-TZVPD" homo_lumo_gap_ev=7.76 e_above_lowest_ev=12.767 energy_ha=-2983.54433 fmax_ev_per_a=8.54 smiles="CC(=O)N(C)CCCCN1C(=O)c2ccccc2C1=O.O=C1c2ccccc2C(=O)c2ccccc21.O=C1c2ccccc2C(=O)c2ccccc21.O=C1c2ccccc2C(=O)c2ccccc21"
C 8.93 2.70 -2.50
C 7.96 3.92 -3.10
O 8.24 4.27 -4.39
N 6.83 4.55 -2.31
C 6.88 4.15 -0.84
C 6.75 6.05 -2.50
C 5.23 6.58 -2.95
C 4.25 6.37 -1.64
C 2.71 6.90 -1.84
N 1.67 5.82 -2.02
C 1.63 4.68 -1.02
O 1.88 4.88 0.27
C 1.30 3.32 -1.88
C 1.25 1.74 -1.47
C 0.87 0.63 -2.67
C 0.51 1.21 -4.18
C 0.55 2.84 -4.57
C 0.98 3.90 -3.39
C 1.17 5.54 -3.43
O 0.96 6.32 -4.48
H 9.23 2.04 -3.44
H 8.37 1.98 -1.77
H 9.94 3.11 -2.06
H 7.94 4.20 -0.36
H 6.20 4.90 -0.21
H 6.38 3.07 -0.79
H 7.51 6.51 -3.25
H 6.97 6.56 -1.45
H 4.76 5.95 -3.82
H 5.25 7.74 -3.16
H 4.72 7.00 -0.74
H 4.35 5.24 -1.32
H 2.43 7.54 -0.87
H 2.70 7.67 -2.73
H 1.51 1.42 -0.37
H 0.87 -0.52 -2.39
H 0.23 0.38 -4.99
H 0.29 3.23 -5.64
C 0.74 -3.04 -9.01
C 1.41 -3.60 -10.10
C 2.69 -3.16 -10.43
C 3.30 -2.15 -9.68
C 2.62 -1.58 -8.60
C 1.34 -2.03 -8.26
C 3.24 -0.48 -7.83
O 2.65 0.03 -6.88
C 4.57 0.02 -8.22
C 5.14 1.10 -7.54
C 6.41 1.56 -7.89
C 7.12 0.94 -8.92
C 6.55 -0.13 -9.61
C 5.27 -0.59 -9.27
C 4.66 -1.70 -10.02
O 5.28 -2.24 -10.93
H -0.25 -3.39 -8.74
H 0.93 -4.38 -10.69
H 3.21 -3.60 -11.28
H 0.82 -1.60 -7.41
H 4.60 1.58 -6.73
H 6.85 2.40 -7.36
H 8.11 1.30 -9.20
H 7.10 -0.61 -10.42
C -5.02 -2.15 5.22
C -4.37 -3.10 4.43
C -3.42 -2.69 3.49
C -3.13 -1.32 3.34
C -3.79 -0.38 4.12
C -4.73 -0.80 5.07
C -3.53 1.06 3.94
O -4.11 1.89 4.63
C -2.56 1.49 2.91
C -2.34 2.85 2.69
C -1.41 3.27 1.73
C -0.70 2.32 0.99
C -0.92 0.96 1.21
C -1.86 0.54 2.16
C -2.11 -0.90 2.36
O -1.49 -1.73 1.71
H -5.75 -2.48 5.96
H -4.60 -4.15 4.54
H -2.92 -3.43 2.88
H -5.25 -0.07 5.70
H -2.89 3.60 3.26
H -1.25 4.33 1.55
H 0.03 2.64 0.25
H -0.36 0.22 0.63
C -7.89 -3.05 12.08
C -7.63 -2.35 10.90
C -7.53 -3.04 9.69
C -7.68 -4.43 9.66
C -7.91 -5.13 10.84
C -8.04 -4.44 12.05
C -8.02 -6.60 10.82
O -8.24 -7.22 11.86
C -7.86 -7.32 9.55
C -7.91 -8.72 9.53
C -7.77 -9.41 8.32
C -7.60 -8.70 7.13
C -7.55 -7.31 7.15
C -7.67 -6.62 8.36
C -7.58 -5.14 8.37
O -7.43 -4.52 7.32
H -7.98 -2.51 13.02
H -7.51 -1.27 10.92
H -7.33 -2.48 8.77
H -8.24 -4.98 12.97
H -8.04 -9.28 10.45
H -7.80 -10.50 8.31
H -7.49 -9.24 6.19
H -7.41 -6.77 6.21


112
Properties=species:S:1:pos:R:3 method="wB97M-V/def2-TZVPD" homo_lumo_gap_ev=5.45 e_above_lowest_ev=0.295 charge=+2 energy_ha=-11730.48275 fmax_ev_per_a=1.32
Ga -0.01 0.62 0.13
O 0.45 2.22 -1.01
S -0.01 1.85 -2.46
C 1.46 1.68 -3.39
C 2.34 2.72 -3.62
C 3.38 2.61 -4.55
C 3.47 1.45 -5.29
C 4.38 1.07 -6.43
C 4.01 -0.40 -6.76
C 2.91 -0.75 -5.79
C 2.22 -1.90 -5.56
C 1.33 -1.95 -4.47
C 1.04 -0.87 -3.65
P 0.15 -1.23 -2.08
C -1.59 -1.46 -2.54
C -2.43 -2.10 -1.64
C -3.72 -2.44 -2.02
C -4.19 -2.08 -3.28
C -3.37 -1.38 -4.15
C -2.07 -1.08 -3.79
C 0.76 -2.94 -1.82
C 2.14 -3.08 -1.73
C 2.73 -4.33 -1.67
C 1.92 -5.47 -1.69
C 0.55 -5.34 -1.78
C -0.04 -4.08 -1.85
C 1.65 0.38 -3.97
C 2.63 0.37 -4.99
C -0.87 3.26 -3.08
C -0.43 3.92 -4.21
C -1.13 4.99 -4.78
C -2.33 5.35 -4.23
C -3.30 6.43 -4.61
C -4.49 6.25 -3.63
C -4.07 5.13 -2.72
C -4.69 4.58 -1.63
C -4.03 3.54 -0.96
C -2.81 3.00 -1.35
P -2.29 1.70 -0.17
C -3.68 0.62 0.23
C -3.48 -0.26 1.29
C -4.51 -1.06 1.74
C -5.76 -1.00 1.12
C -5.95 -0.17 0.03
C -4.91 0.63 -0.43
C -2.08 2.72 1.34
C -1.02 3.63 1.37
C -0.76 4.37 2.51
C -1.57 4.23 3.63
C -2.67 3.38 3.58
C -2.92 2.61 2.45
C -2.13 3.57 -2.48
C -2.81 4.63 -3.11
H 2.20 3.65 -3.08
H 4.05 3.44 -4.70
H 5.43 1.16 -6.14
H 4.23 1.73 -7.28
H 4.86 -1.07 -6.64
H 3.66 -0.51 -7.79
H 2.36 -2.79 -6.15
H 0.86 -2.90 -4.25
H -2.07 -2.36 -0.65
H -4.36 -2.98 -1.34
H -5.19 -2.36 -3.58
H -3.74 -1.08 -5.13
H -1.41 -0.57 -4.49
H 2.77 -2.20 -1.75
H 3.80 -4.42 -1.61
H 2.38 -6.45 -1.67
H -0.08 -6.22 -1.82
H -1.11 -4.01 -1.94
H 0.49 3.62 -4.68
H -0.73 5.49 -5.65
H -3.61 6.33 -5.65
H -2.84 7.41 -4.51
H -5.41 5.98 -4.17
H -4.71 7.15 -3.07
H -5.65 4.92 -1.28
H -4.50 3.16 -0.06
H -2.52 -0.28 1.80
H -4.35 -1.73 2.58
H -6.57 -1.61 1.49
H -6.91 -0.14 -0.47
H -5.07 1.26 -1.29
H -0.41 3.78 0.49
H 0.08 5.05 2.53
H -1.36 4.79 4.53
H -3.32 3.28 4.44
H -3.77 1.95 2.45
Br -0.36 -2.19 1.62
C 1.35 -2.81 2.31
Br 2.90 -1.96 1.58
H 1.41 -3.87 2.12
H 1.35 -2.59 3.37
S -0.05 1.81 7.18
C -0.01 1.55 5.57
S 1.34 2.04 4.58
C 0.59 1.31 3.19
N -0.55 0.76 3.42
N -0.90 0.90 4.75
C -2.13 0.31 5.20
C -2.43 -0.99 4.82
C -3.59 -1.59 5.30
C -4.44 -0.90 6.14
C -4.13 0.40 6.52
C -2.97 1.01 6.05
S 1.45 1.41 1.67
H -1.76 -1.52 4.17
H -3.80 -2.62 5.03
H -5.34 -1.37 6.51
H -4.79 0.95 7.18
H -2.72 2.02 6.36